(1)
Entry from OMol25: a structure of composition C18H12N6ORuS (ωB97M-V/def2-TZVPD).

Output
Orbital gap (alpha / beta)   0.285 / 0.177 Eh
Strongest force on any atom   1.0 eV/Å
HOMO energy (alpha / beta)   -15.34 / -15.07 eV
Charge   +2
Spin multiplicity   5
Energy   -1589.27525 a.u.
LUMO energy (alpha / beta)   -7.5767 / -10.2518 eV

Cartesian coordinates (Å):
1 C -1.939 -3.956 1.846
2 N 0.660 -0.029 2.857
3 H -2.800 -5.215 3.350
4 N -0.018 -1.044 0.770
5 H 0.288 3.451 0.110
6 H -0.858 -2.506 -5.270
7 H -2.305 -4.534 1.008
8 C 0.590 -0.315 -3.166
9 H -1.962 -3.905 5.244
10 C 2.261 3.226 1.172
11 H 3.144 3.778 3.158
12 C 1.328 1.057 2.190
13 H 2.110 1.636 4.190
14 C -0.935 -2.571 -3.128
15 H -0.600 -1.856 4.876
16 C -0.972 -2.436 4.042
17 C -1.186 -2.814 1.664
18 N 2.330 0.507 1.136
19 O 2.325 1.565 -1.053
20 C -1.734 -3.584 4.237
21 H -1.544 -3.462 -3.058
22 H 0.542 -0.423 -5.293
23 C 2.560 3.041 2.626
24 C 0.047 -0.929 2.217
25 H 1.210 0.574 -3.134
26 Ru 0.953 0.171 -0.344
27 C -2.210 -4.329 3.160
28 C -0.546 -1.971 -1.936
29 C -0.554 -2.031 -4.347
30 C 0.854 2.892 0.848
31 N 0.386 1.780 1.297
32 N 0.218 -0.841 -1.979
33 N -0.989 -2.573 -0.779
34 C -0.712 -2.071 2.737
35 H 2.655 4.122 0.700
36 C -0.744 -2.173 0.421
37 C 0.218 -0.879 -4.369
38 S 3.112 1.725 0.303
39 C 2.040 1.943 3.156

Atom charges from the Mulliken analysis, given in e for atoms 1 to 6:
1 C -0.19
2 N -0.47
3 H 0.44
4 N 0.10
5 H 0.44
6 H 0.45

---

(2)
Entry from OMol25: an isolated molecule of C18H13Cl2N7OS (ωB97M-V/def2-TZVPD).

Output
Orbital gap   0.325 Eh
Strongest force on any atom   2.7 eV/Å
HOMO energy   -8.83 eV
Spin multiplicity   1
Energy   -2470.84130 a.u.
LUMO energy   0.0091 eV

Cartesian coordinates (Å):
1 C 0.266 -1.222 2.617
2 C -0.463 2.040 -2.047
3 C -2.802 0.012 -4.203
4 Cl -2.418 4.297 -2.797
5 N 3.181 2.608 0.725
6 H -4.286 3.052 -4.509
7 H 1.904 -2.820 1.038
8 H 0.411 -0.101 5.630
9 N 0.729 2.325 -2.471
10 H 0.842 -0.158 0.877
11 C 1.039 0.999 2.667
12 C -2.507 2.612 -3.331
13 C 1.560 2.505 -1.363
14 S -0.707 1.954 -0.279
15 H -0.082 -3.784 3.573
16 H 1.065 -5.842 2.490
17 Cl -0.671 -1.035 -2.974
18 H 0.649 -2.738 -0.145
19 N 1.541 2.185 2.207
20 C 1.026 2.287 -0.127
21 C -1.553 1.644 -2.931
22 C -0.471 -3.615 2.556
23 H -4.497 0.736 -5.349
24 H -2.918 -1.012 -4.434
25 C -3.680 0.971 -4.675
26 C 3.640 2.769 -0.534
27 H -0.380 -4.844 0.736
28 C 0.826 -2.974 0.925
29 C -1.732 0.325 -3.369
30 C -3.568 2.283 -4.179
31 N 2.848 2.715 -1.604
32 C 1.910 2.349 0.902
33 H -1.570 -3.745 2.601
34 N -0.055 -2.347 1.917
35 N 0.148 -1.210 3.923
36 N 0.941 1.000 3.976
37 C 0.313 -4.345 1.444
38 C 0.753 -0.126 1.960
39 H 4.674 3.007 -0.714
40 H 2.185 2.599 2.883
41 C 0.535 -0.122 4.569
42 O 1.375 -5.234 1.816

Atom charges from the Mulliken analysis, given in e for atoms 1 to 6:
1 C -0.37
2 C 0.07
3 C -0.58
4 Cl -0.20
5 N -0.67
6 H 0.38

---

(3)
Entry from OMol25: an isolated molecule of C18H13NO3S2 (ωB97M-V/def2-TZVPD).

Output
Orbital gap   0.325 Eh
Strongest force on any atom   3.2 eV/Å
HOMO energy   -9.06 eV
ΔE to the lowest compared entry with this formula, charge and spin   0.853 eV
Spin multiplicity   1
Energy   -1770.52400 a.u.
LUMO energy   -0.2223 eV

Cartesian coordinates (Å):
1 C 1.476 -0.247 0.201
2 H 2.537 -1.529 -1.295
3 C 0.414 3.884 -1.301
4 C 1.193 -2.540 0.100
5 C -2.658 -0.445 -0.408
6 H 0.484 3.623 -3.466
7 C 0.101 3.219 -2.512
8 C 1.838 -1.465 -0.464
9 H 1.825 0.735 -0.062
10 C -1.035 -0.856 -2.157
11 H -1.026 -2.878 -2.991
12 C -0.761 2.157 -0.111
13 C -1.467 -2.201 -2.240
14 H -3.215 2.465 0.775
15 C -3.327 0.337 0.703
16 H 1.065 4.782 -1.238
17 C -0.641 2.055 -2.496
18 H -2.787 -3.753 -1.442
19 C 0.588 -0.431 1.244
20 H 1.274 -3.557 -0.268
21 O 0.942 1.800 2.637
22 C -2.449 -2.701 -1.408
23 N -1.224 1.706 1.110
24 C -3.070 -1.805 -0.493
25 C -2.722 1.618 1.252
26 O -0.902 0.359 3.408
27 H -3.870 -2.164 0.129
28 S -0.147 0.891 2.257
29 H -2.885 1.721 2.317
30 S 0.129 -2.106 1.443
31 C -1.087 1.490 -1.314
32 H -0.870 1.536 -3.421
33 H -0.221 -0.528 -2.826
34 C -1.640 0.058 -1.262
35 O -4.449 0.006 1.155
36 H 0.248 3.859 0.819
37 C -0.058 3.347 -0.113

Atom charges from the Mulliken analysis, given in e for atoms 1 to 6:
1 C -0.13
2 H 0.42
3 C -0.56
4 C -0.45
5 C 0.75
6 H 0.36